No. 1
A molecular structure, C20H47CeNO2P2 in a non-equilibrium geometry. Source: OMol25; level of theory: wB97M-V/def2-TZVPD.

Results
- E_HOMO (spin up / spin down): -0.81614 / -0.81609 Eh
- Net charge: +4
- Gap between HOMO and LUMO (spin up / spin down): 5.633 / 5.678 eV

The geometry in XYZ format:
```
73
Properties=species:S:1:pos:R:3:forces:R:3:mulliken_charge:R:1
Ce -0.409 -0.195 -0.416 -2.8 0.3 2.7 -0.27
C 1.875 -0.436 -0.511 11.7 -1.1 0.9 0.53
O 3.052 -0.523 -0.389 -7.7 0.6 -0.9 -0.11
C -2.702 0.270 0.545 -6.8 1.6 3.2 0.32
O -3.731 0.513 1.027 5.2 -1.2 -2.5 -0.06
P 0.070 2.628 -0.838 0.3 1.9 -1.6 1.28
C -0.308 2.640 -2.665 0.1 -0.5 0.2 0.07
H -0.370 3.702 -2.923 -0.1 -0.1 0.2 0.60
C -1.245 3.746 -0.160 -0.7 -0.7 0.7 0.65
H -2.156 3.128 -0.234 0.0 0.1 0.0 0.20
C 1.746 3.452 -0.785 0.5 -1.0 0.4 0.45
H 2.372 2.745 -1.356 -0.2 0.2 0.0 0.58
C 1.547 -3.662 1.705 1.1 1.0 0.2 0.71
P 0.085 -2.764 1.007 -0.2 -2.0 -0.6 0.63
H -0.675 -4.567 -0.417 0.0 0.3 -0.1 0.80
H 2.320 -3.494 0.946 0.0 -0.1 -0.1 0.50
C -1.385 -3.532 1.888 -0.7 0.7 0.5 0.37
H -1.166 -4.606 1.844 0.3 0.2 -0.1 0.61
C -1.039 4.072 1.316 0.0 0.4 0.4 -1.62
H -1.928 4.596 1.684 0.1 -0.1 0.0 0.47
H -0.192 4.741 1.481 -0.2 0.0 -0.1 0.37
H -0.895 3.208 1.972 -0.1 -0.1 -0.1 0.25
C -1.512 5.024 -0.966 0.2 0.4 -0.5 -1.56
H -0.698 5.749 -0.859 -0.3 -0.2 0.0 0.31
H -2.428 5.504 -0.590 0.2 -0.3 0.1 0.49
H -1.682 4.859 -2.036 0.0 0.0 0.3 0.32
C 1.774 4.806 -1.492 -0.3 0.5 -0.2 -1.66
H 1.274 4.821 -2.469 0.2 0.0 0.3 0.37
H 2.826 5.075 -1.668 -0.2 -0.2 0.1 0.48
H 1.339 5.601 -0.874 0.2 -0.2 -0.1 0.39
C 2.322 3.517 0.629 0.0 0.2 0.2 -1.22
H 3.323 3.956 0.563 -0.1 -0.1 0.1 0.46
H 2.427 2.534 1.101 0.0 0.0 -0.1 0.27
H 1.731 4.151 1.296 0.2 -0.1 -0.1 0.24
C 0.858 2.095 -3.501 0.3 0.2 -0.2 -1.54
H 1.644 2.863 -3.590 -0.2 -0.5 0.1 0.38
H 0.544 1.880 -4.527 -0.1 0.0 0.1 0.40
H 1.322 1.176 -3.103 0.1 0.3 -0.1 0.31
C -1.696 2.056 -2.944 -0.2 0.5 -0.2 -1.39
H -1.879 1.013 -2.651 0.1 -0.5 0.1 0.38
H -1.861 2.097 -4.025 -0.2 -0.2 0.1 0.56
H -2.502 2.601 -2.438 0.2 0.1 -0.3 0.36
C 1.308 -5.153 1.831 -0.5 -0.6 0.0 -1.72
H 0.954 -5.622 0.912 0.0 0.0 0.0 0.38
H 0.590 -5.397 2.617 0.1 0.1 0.1 0.38
H 2.242 -5.659 2.095 0.0 0.3 0.0 0.49
C 2.086 -3.055 3.001 0.0 0.1 0.4 -1.23
H 1.367 -3.073 3.820 0.0 -0.1 -0.1 0.23
C -0.995 -2.700 -1.535 0.4 -0.3 -0.6 -1.16
H 2.434 -2.023 2.899 0.0 0.0 -0.2 0.30
H 2.950 -3.638 3.335 -0.1 0.0 -0.1 0.44
C 1.153 -3.933 -1.391 0.3 0.1 -0.4 -1.41
H -0.238 -2.010 -2.001 -0.5 -0.3 0.1 0.09
H -1.386 -3.239 -2.423 0.0 0.3 0.5 0.48
H -1.870 -2.143 -1.092 0.3 -0.4 -0.1 0.39
C -0.148 -3.623 -0.625 -0.2 0.1 -0.5 0.09
H 0.954 -4.179 -2.459 0.0 0.1 0.7 0.41
H 1.696 -4.792 -0.975 -0.2 0.3 -0.1 0.37
H 1.850 -3.063 -1.397 -0.3 -0.4 0.0 0.24
C -2.721 -3.319 1.175 0.0 -0.1 -0.2 -1.45
H -2.984 -2.256 1.140 -0.2 0.0 0.0 0.23
H -3.509 -3.836 1.736 0.1 0.2 -0.1 0.51
H -2.750 -3.736 0.165 0.0 0.1 0.1 0.27
C -1.495 -3.104 3.354 0.1 -0.1 0.3 -1.34
H -1.667 -2.018 3.456 0.0 -0.3 0.0 0.25
H -0.625 -3.394 3.962 -0.3 0.2 -0.3 0.23
H -2.366 -3.616 3.795 0.3 0.2 -0.1 0.47
H 0.213 -0.439 -2.720 -0.9 0.7 0.1 0.75
H -0.437 -0.070 -2.460 1.3 -0.4 -2.3 -0.62
N 0.269 0.462 2.061 -0.4 -0.5 -0.9 -0.48
H -0.017 1.423 2.300 0.4 -0.5 0.2 0.17
H 1.294 0.374 2.107 -0.5 0.3 0.5 0.31
H -0.146 -0.209 2.737 0.4 0.7 -0.2 0.26
```
Positions in Å, forces in eV/Å.

---

No. 2
A gas-phase ion, C2H6N3S (charge +1) in a non-equilibrium geometry. Source: OMol25; level of theory: wB97M-V/def2-TZVPD.

Results
- Relative energy (zero: lowest compared OMol25 entry of this formula, charge and spin): 83.2 kcal/mol
- E_HOMO (spin up / spin down): -0.44135 / -0.56117 Eh
- Spin multiplicity: 3
- Net charge: +1
- Gap between HOMO and LUMO (spin up / spin down): 7.358 / 6.465 eV

The geometry in XYZ format:
```
12
Properties=species:S:1:pos:R:3:forces:R:3:lowdin_spin:R:1
C -1.016 0.684 -0.058 3.3 -2.6 2.6 0.08
C -1.170 -0.822 0.471 0.1 1.6 -0.2 0.09
N 0.414 0.937 0.141 -5.3 8.0 -1.0 0.58
N 1.076 -0.047 0.240 9.1 -6.4 1.8 0.42
N 2.815 0.006 0.115 -4.3 0.7 -2.4 0.05
S 0.418 -1.582 0.039 -1.8 0.1 0.2 0.72
H -1.126 0.613 -1.069 -1.3 0.7 -2.8 0.02
H -1.562 1.287 0.610 -1.0 1.2 -0.1 0.00
H -1.430 -0.671 1.520 0.8 -0.7 0.4 0.02
H -2.048 -1.195 0.018 -0.6 -1.3 -0.7 0.00
H 3.046 0.930 0.492 -0.3 -0.6 0.6 0.00
H 2.909 -0.810 0.650 1.1 -0.8 1.6 0.00
```
Positions in Å, forces in eV/Å.

---

No. 3
2 unconnected molecules or ions with the total composition C6H13NO2 in a non-equilibrium geometry. Source: OMol25; level of theory: wB97M-V/def2-TZVPD.

Results
- Relative energy (zero: lowest compared OMol25 entry of this formula, charge and spin): 59.8 kcal/mol
- E_HOMO: -0.31981 Eh
- Structure (SMILES): CC(C)(O)C=O.[H]/N=C\C
- Net charge: 0
- Gap between HOMO and LUMO: 8.888 eV

The geometry in XYZ format:
```
22
Properties=species:S:1:pos:R:3:forces:R:3:nbo_charge:R:1
C 0.185 -1.526 1.169 -0.2 -0.3 1.9 0.21
C 1.346 -2.452 1.045 0.1 0.0 -0.3 -0.70
N 0.056 -0.592 2.044 0.5 -0.4 -0.5 -0.66
C 0.790 0.148 -0.689 -1.4 2.5 -0.9 0.40
O 0.901 -0.617 -1.607 0.0 -0.4 0.4 -0.56
H -0.715 -1.798 0.627 0.0 0.3 -0.4 0.20
H -0.285 0.720 1.570 -1.5 2.1 -2.3 0.48
H 0.881 -0.430 2.621 0.2 -0.3 -0.2 0.36
H 1.670 0.556 -0.137 0.1 -0.4 0.3 0.10
H 1.539 -2.655 -0.009 0.0 0.0 0.0 0.26
H 1.111 -3.409 1.517 0.0 0.1 0.0 0.25
H 2.245 -2.035 1.491 0.0 0.0 0.1 0.22
C -1.804 0.433 -0.876 0.1 0.3 0.0 -0.65
C -0.173 2.313 -1.393 -0.2 -0.2 0.3 -0.62
C -0.536 1.163 -0.441 1.6 -2.1 -1.0 0.20
O -0.552 1.594 0.842 0.9 -1.1 2.7 -0.77
H 0.780 2.754 -1.103 0.0 0.0 0.0 0.21
H -0.119 1.967 -2.424 0.0 0.0 0.0 0.21
H -2.603 1.157 -1.038 0.0 0.0 0.0 0.22
H -2.136 -0.254 -0.100 0.0 0.0 0.0 0.20
H -1.635 -0.112 -1.802 0.0 -0.1 -0.1 0.22
H -0.947 3.075 -1.306 0.0 0.1 0.0 0.22
```
Positions in Å, forces in eV/Å.

---

No. 4
A single C4H7NO2 molecule in a non-equilibrium geometry. Source: OMol25; level of theory: wB97M-V/def2-TZVPD.

Results
- Relative energy (zero: lowest compared OMol25 entry of this formula, charge and spin): 73.5 kcal/mol
- E_HOMO: -0.34893 Eh
- Structure (SMILES): [H]/N=C(\C)OCC=O
- Net charge: 0
- Gap between HOMO and LUMO: 10.080 eV

The geometry in XYZ format:
```
14
Properties=species:S:1:pos:R:3:forces:R:3:nbo_charge:R:1
C -1.452 -0.243 -0.336 0.6 0.0 -0.8 -0.68
C -0.745 0.217 0.885 0.2 0.7 -0.2 0.53
N -0.584 1.415 1.241 -0.9 -0.4 0.7 -0.57
O 0.165 -0.730 1.318 0.1 0.1 0.1 -0.52
C 1.222 -0.843 0.348 0.2 0.0 0.0 -0.18
C 1.221 0.265 -0.714 1.1 0.7 0.4 0.34
O 1.155 1.429 -0.397 0.8 -0.4 -0.8 -0.49
H -2.244 0.439 -0.659 0.2 -0.2 0.0 0.23
H -0.569 -0.167 -1.068 -1.9 -0.4 0.2 0.21
H -1.796 -1.281 -0.298 0.1 0.3 0.0 0.24
H -1.165 2.031 0.669 -0.2 -0.1 0.4 0.34
H 2.168 -0.691 0.877 0.0 -0.2 0.0 0.23
H 1.212 -1.850 -0.093 -0.1 0.3 0.0 0.19
H 1.412 0.009 -1.773 -0.2 -0.4 0.0 0.14
```
Positions in Å, forces in eV/Å.

---

No. 5
A molecular structure, C4H10N2O2 in a non-equilibrium geometry. Source: OMol25; level of theory: wB97M-V/def2-TZVPD.

Results
- Relative energy (zero: lowest compared OMol25 entry of this formula, charge and spin): 198.3 kcal/mol
- E_HOMO: -0.35026 Eh
- Net charge: 0
- Gap between HOMO and LUMO: 9.875 eV

The geometry in XYZ format:
```
18
Properties=species:S:1:pos:R:3:forces:R:3:nbo_charge:R:1
C 1.791 0.755 0.939 -0.7 0.2 0.1 -0.67
C 0.919 0.042 -0.184 0.8 -0.7 -2.8 0.08
C 1.567 -1.300 -0.777 -1.9 -2.3 4.8 -0.64
C -1.416 0.615 -0.206 0.1 3.4 1.1 0.68
H 2.165 0.152 1.983 -0.6 1.3 -3.6 0.23
H 2.519 1.418 0.269 -0.9 -1.7 2.1 0.24
H 1.071 1.476 1.356 0.4 0.1 0.0 0.23
H 0.897 0.673 -1.094 0.0 0.5 1.0 0.20
H 2.503 -1.155 -1.339 -1.0 -0.1 -0.4 0.23
H 1.995 -1.670 0.316 -0.9 -0.2 -2.9 0.20
H 0.599 -2.196 -1.113 3.5 3.1 0.7 0.24
H -1.887 2.474 -0.802 -2.4 1.1 -0.2 0.36
H -3.211 0.225 -0.631 0.7 -0.6 3.3 0.34
H -2.849 -1.717 1.343 2.4 1.1 -5.4 0.46
N -1.202 1.818 -0.649 2.2 -4.1 0.8 -0.81
N -2.624 0.022 0.342 -1.1 1.3 -5.7 -0.33
O -0.493 -0.263 0.049 3.7 0.1 0.6 -0.50
O -2.345 -1.367 0.199 -4.3 -2.5 6.5 -0.53
```
Positions in Å, forces in eV/Å.